1.
# C31H29As2BeN2O6Se

A structure of composition C31H29As2BeN2O6Se (ωB97M-V/def2-TZVPD, the OMol25 dataset).

Properties
Multiplicity: 1
Total charge: -1
HOMO level in eV: -5.685
Energy relative to the best compared isomer or geometry (same formula, charge and spin) in kJ/mol: 0.0

XYZ file:
```
72
C31H29As2BeN2O6Se | the OMol25 dataset | ωB97M-V/def2-TZVPD
Be -0.5676 -2.1309 -1.4301
C 0.7908 2.0162 -0.2405
C 1.7145 1.0796 -1.0136
As 1.4305 -0.8365 -0.6191
C 1.5112 -0.8409 1.3352
C 0.3533 -0.4863 2.0304
C 0.3113 -0.5388 3.4162
C 1.4209 -0.9698 4.1289
C 2.5653 -1.3543 3.4459
C 2.6090 -1.2930 2.0586
C 3.1755 -1.5243 -1.1120
C 3.2067 -2.7195 -1.8265
C 4.4253 -3.2486 -2.2330
C 5.6108 -2.5971 -1.9269
C 5.5834 -1.4073 -1.2123
C 4.3683 -0.8718 -0.8103
As -1.1062 1.5346 -0.5678
C -1.3281 2.6567 -2.1540
C -0.9763 2.0772 -3.3707
C -1.0531 2.8168 -4.5443
C -1.4969 4.1306 -4.5142
C -1.8654 4.7069 -3.3051
C -1.7785 3.9740 -2.1292
C -1.9284 2.6467 0.8164
C -1.3598 3.7846 1.3837
C -2.0094 4.4680 2.4036
C -3.2381 4.0190 2.8677
C -3.8099 2.8810 2.3160
C -3.1556 2.1943 1.3020
H 0.9715 3.0528 -0.5351
H 0.9716 1.9321 0.8333
H 2.7605 1.3317 -0.8307
H 1.5432 1.1626 -2.0911
H -0.5381 -0.1880 1.4888
H -0.5963 -0.2519 3.9342
H 1.3886 -1.0208 5.2104
H 3.4287 -1.7136 3.9928
H 3.4987 -1.6247 1.5392
H 2.2776 -3.2227 -2.0622
H 4.4437 -4.1741 -2.7946
H 6.5584 -3.0135 -2.2471
H 6.5069 -0.8947 -0.9709
H 4.3580 0.0560 -0.2492
H -0.6522 1.0440 -3.4187
H -0.7719 2.3491 -5.4796
H -1.5647 4.7042 -5.4307
H -2.2236 5.7293 -3.2771
H -2.0745 4.4308 -1.1921
H -0.3991 4.1424 1.0309
H -1.5552 5.3511 2.8370
H -3.7457 4.5528 3.6618
H -4.7650 2.5229 2.6810
H -3.5828 1.2861 0.8888
O 0.0401 -3.0633 -2.6445
Se -0.7151 -2.0188 -3.7587
O -1.7447 -2.7606 -4.7369
O -1.4455 -1.2182 -2.4478
O 0.3458 -1.0400 -4.4798
C -3.5536 -2.2856 2.7251
N -2.3966 -2.7998 2.0177
C -1.5039 -3.6420 2.6195
C -0.3797 -4.0322 2.0074
C -0.0894 -3.5123 0.6785
O 0.9795 -3.7168 0.1109
N -1.0529 -2.7234 0.0761
C -2.1703 -2.2900 0.7307
O -2.9790 -1.4990 0.2743
H -3.6129 -2.7774 3.6944
H -4.4630 -2.4785 2.1582
H -3.4720 -1.2068 2.8657
H -1.7688 -3.9629 3.6191
H 0.3403 -4.6833 2.4763
```

=====

2.
# C31H29CaN4P2S4Se2

A structure of composition C31H29CaN4P2S4Se2 (ωB97M-V/def2-TZVPD, the OMol25 dataset).

Properties
Multiplicity: 1
Total charge: -1
HOMO level in eV: -4.252
Energy relative to the best compared isomer or geometry (same formula, charge and spin) in kJ/mol: 18.7

XYZ file:
```
73
C31H29CaN4P2S4Se2 | the OMol25 dataset | ωB97M-V/def2-TZVPD
Ca 3.3113 -1.1341 0.0791
S 5.2813 -2.7777 1.0402
S 5.7885 -3.0436 -0.9797
S 4.0497 -3.1856 -2.0787
S 3.4498 -1.2474 -2.6271
Se -2.8840 -4.5713 0.2655
P -2.6397 -2.5000 0.5035
C -3.5339 -1.8794 1.9537
C -4.9014 -2.1377 2.0588
C -5.5993 -1.7603 3.1937
C -4.9312 -1.1522 4.2507
C -3.5673 -0.9248 4.1652
C -2.8689 -1.2837 3.0193
C -3.2570 -1.6096 -0.9613
C -2.5400 -1.7980 -2.1431
C -2.9598 -1.1972 -3.3173
C -4.1079 -0.4147 -3.3296
C -4.8386 -0.2433 -2.1639
C -4.4124 -0.8368 -0.9818
C -0.9226 -1.9472 0.6322
C -0.2449 -0.7148 0.7178
N 1.0576 -1.0275 0.6818
N 1.1885 -2.3385 0.5495
N 0.0138 -2.9177 0.5422
P -0.4667 1.0792 0.6498
Se 1.2551 2.1105 1.3319
C -1.9524 1.5684 1.5729
C -3.2211 1.5002 1.0106
C -4.3399 1.8524 1.7524
C -4.1941 2.2873 3.0605
C -2.9271 2.3724 3.6238
C -1.8101 2.0169 2.8846
C -0.7689 1.3879 -1.1114
C -1.4429 2.5284 -1.5459
C -1.5211 2.8157 -2.8998
C -0.9001 1.9846 -3.8246
C -0.2051 0.8641 -3.3947
C -0.1435 0.5605 -2.0431
H -5.4097 -2.6675 1.2620
H -6.6612 -1.9625 3.2645
H -5.4744 -0.8696 5.1450
H -3.0375 -0.4639 4.9899
H -1.8022 -1.1077 2.9622
H -1.6477 -2.4152 -2.1369
H -2.3841 -1.3338 -4.2247
H -4.4278 0.0618 -4.2483
H -5.7373 0.3632 -2.1673
H -4.9797 -0.6839 -0.0731
H -3.3382 1.1807 -0.0119
H -5.3245 1.7847 1.3039
H -5.0670 2.5602 3.6421
H -2.8091 2.7198 4.6434
H -0.8163 2.0972 3.3073
H -1.8967 3.1994 -0.8282
H -2.0546 3.6983 -3.2336
H -0.9520 2.2178 -4.8819
H 0.2976 0.2189 -4.1057
H 0.4132 -0.3137 -1.7219
C 7.5942 0.2277 -2.0154
C 7.5529 0.6704 -0.5463
C 8.1822 -0.4041 0.3541
C 8.2364 2.0268 -0.3528
C 6.1363 0.7734 -0.1703
N 5.0130 0.7068 0.0383
H 8.6362 0.0824 -2.3099
H 7.1466 0.9797 -2.6664
H 7.0511 -0.7092 -2.1462
H 9.2427 -0.4881 0.1067
H 7.6930 -1.3673 0.2000
H 8.0813 -0.1460 1.4082
H 9.2828 1.9391 -0.6508
H 8.2002 2.3414 0.6912
H 7.7663 2.7979 -0.9648
```

=====

3.
# C31H29CuF17I2N2O2Si

A structure of composition C31H29CuF17I2N2O2Si in a non-equilibrium geometry (ωB97M-V/def2-TZVPD, the OMol25 dataset).

Properties
Multiplicity: 1
Total charge: +1
HOMO level in eV: -9.883

XYZ file:
```
85
C31H29CuF17I2N2O2Si | the OMol25 dataset | ωB97M-V/def2-TZVPD
C 4.1327 1.0325 4.9153
C 3.3344 0.0378 4.2765
C 2.2839 -1.0744 3.5999
C 1.8556 -0.6381 2.0420
C 2.6510 -1.2898 0.7193
C 3.8696 -2.3036 1.1219
C 5.1251 -1.4146 1.7815
O 5.9844 -2.0467 2.5948
I 5.4629 0.7037 1.3485
C 2.1969 -0.8910 -0.8419
C 2.9883 -1.5783 -2.0966
I 4.7958 -0.4306 -2.7322
C 2.0590 -2.0609 -3.3601
C 0.6952 -2.8814 -2.9335
C 0.9575 0.2282 -0.9858
C 0.4538 0.7582 -2.4903
C 1.6596 1.6056 -3.2848
O 2.3664 2.3647 -2.2453
Si 3.3913 3.6295 -2.8907
C 2.9713 4.2213 -4.6708
C 3.2194 5.2178 -1.7471
C 5.2953 3.2078 -2.8672
C 0.1899 0.8624 0.3605
N -0.9272 1.8308 0.0948
C -1.5865 2.3632 1.3258
C -2.8289 3.4196 1.1608
C -4.0595 2.6432 0.4083
C -5.3350 2.2612 1.3641
F -6.5598 2.3928 0.4887
F -5.5584 3.2743 2.4631
C -5.2277 0.8074 2.1192
F -6.4495 0.7168 3.0040
F -4.0729 0.8904 3.0525
C -5.2198 -0.4955 1.1257
F -6.4795 -1.2647 1.4502
F -5.3497 -0.1544 -0.3324
C -3.8591 -1.4313 1.2365
F -3.8869 -2.0146 2.6227
F -2.5974 -0.6287 1.0177
C -3.7933 -2.6617 0.1566
F -5.0987 -3.2519 -0.2136
F -3.2234 -2.0908 -1.1210
C -2.7403 -3.8622 0.6056
F -1.5755 -3.3633 1.3952
F -2.1515 -4.3677 -0.6905
C -3.4606 -5.1575 1.3060
F -4.5907 -4.8386 2.2086
F -3.8362 -6.0995 0.1994
C -2.3464 -5.9739 2.2487
F -2.1177 -5.2783 3.5702
F -1.0793 -6.2617 1.5380
F -2.9287 -7.3181 2.6175
C -1.0673 1.9398 2.8079
N 0.0384 0.9897 3.1736
C 0.6111 0.4678 1.8830
H 4.6922 1.6163 5.7798
H 1.3184 -1.0223 4.3007
H 2.6696 -2.1752 3.6788
H 4.3562 -2.9049 0.2512
H 3.4612 -3.1229 1.8886
H 3.4534 -2.5978 -1.6821
H 2.7271 -2.7973 -4.0210
H 1.7335 -1.1959 -4.0777
H -0.2792 -2.3596 -3.3802
H 0.7693 -3.9427 -3.4682
H 0.5706 -2.9924 -1.7681
H -0.4437 1.5069 -2.4446
H 0.0575 -0.1522 -3.1543
H 1.0568 2.3014 -4.0457
H 2.3327 0.9207 -3.9530
H 1.9771 4.8809 -4.7103
H 2.7596 3.2952 -5.3636
H 3.8384 4.8895 -5.1195
H 2.5037 6.0321 -2.2265
H 2.9590 4.9531 -0.6375
H 4.2986 5.7290 -1.7386
H 5.4440 2.5141 -1.9080
H 5.9843 4.1609 -2.8250
H 5.4869 2.5160 -3.7954
H -3.1051 3.9391 2.1717
H -2.4490 4.2711 0.4168
H -4.4663 3.3807 -0.4333
H -3.5860 1.7072 -0.1606
H -1.6423 2.4438 3.7255
Cu -7.0598 -0.5374 4.7990
```

=====

Gap between HOMO and LUMO in eV, matching the order above: 8.1, 6.4, 3.1
LUMO energy in eV, matching the order above: 2.43, 2.18, -6.80
Total energy in eV, matching the order above: -235312.1146, -249635.6583, -154571.2076